Record 1
Computed, not measured: a molecular structure, C42H30N6O7Sn, with the ωB97M-V functional and the def2-TZVPD basis.

ORCA input file:
```
! RIJCOSX wB97M-V def2-TZVPD def2/J DEFGRID3
* xyz 2 1
Sn -0.67 0.14 0.03
O 0.90 1.18 7.42
N 0.42 2.15 6.89
O 0.35 3.25 7.39
C -0.13 2.02 5.54
C -0.85 3.08 5.07
C -1.41 3.08 3.77
C -2.17 4.15 3.26
C -2.67 4.06 1.98
C -2.39 2.91 1.23
N -1.68 1.90 1.68
C -1.20 1.96 2.93
C -0.47 0.82 3.43
N -0.34 -0.23 2.61
C 0.32 -1.29 3.02
C 0.88 -1.38 4.29
C 0.76 -0.32 5.16
C 0.06 0.83 4.74
H -0.99 3.94 5.71
H -2.36 5.01 3.88
H -3.26 4.85 1.55
H -2.77 2.80 0.22
H 0.40 -2.11 2.32
H 1.41 -2.27 4.60
H 1.19 -0.38 6.14
C 7.83 -0.43 -7.17
O 6.54 -0.27 -6.60
C 6.25 0.81 -5.91
C 7.15 1.84 -5.59
C 6.74 2.94 -4.89
C 5.41 3.02 -4.43
C 4.49 1.99 -4.77
C 4.90 0.92 -5.49
N 5.00 4.08 -3.72
N 3.97 4.19 -3.08
C 3.34 3.47 -2.18
C 4.06 2.66 -1.26
C 3.40 1.91 -0.34
C 1.98 1.83 -0.29
O 1.41 1.07 0.53
C 1.23 2.65 -1.23
N -0.10 2.51 -1.25
C -0.80 3.18 -2.14
C -0.23 4.07 -3.06
C 1.14 4.25 -3.03
C 1.90 3.52 -2.12
H 7.79 -1.36 -7.74
H 8.60 -0.52 -6.39
H 8.08 0.40 -7.83
H 8.19 1.77 -5.88
H 7.42 3.74 -4.64
H 3.45 2.09 -4.49
H 4.20 0.15 -5.77
H 5.14 2.66 -1.31
H 3.95 1.31 0.37
H -1.87 3.02 -2.14
H -0.84 4.59 -3.77
H 1.63 4.94 -3.70
O 1.04 -1.91 -0.92
C 1.42 -2.07 -2.28
C 0.71 -0.77 -3.10
O 1.03 -0.64 -4.24
O -0.03 -0.13 -2.35
C 2.86 -1.85 -2.57
C 3.72 -1.27 -1.64
C 5.05 -1.07 -1.96
C 5.54 -1.44 -3.21
C 4.69 -2.01 -4.14
C 3.35 -2.19 -3.84
C 0.85 -3.34 -2.86
C -0.50 -3.42 -3.20
C -1.02 -4.59 -3.72
C -0.21 -5.70 -3.89
C 1.13 -5.64 -3.53
C 1.65 -4.47 -3.02
H 1.01 -2.79 -0.53
H 3.35 -1.00 -0.66
H 5.71 -0.62 -1.23
H 6.58 -1.28 -3.45
H 5.05 -2.30 -5.11
H 2.67 -2.58 -4.58
H -1.14 -2.55 -3.07
H -2.06 -4.63 -4.01
H -0.62 -6.61 -4.30
H 1.76 -6.51 -3.64
H 2.69 -4.43 -2.71
*
```

Electronic energy in eV: -73127.33635
Energy relative to the best compared isomer or geometry (same formula, charge and spin) in kJ/mol: 190.0
HOMO-LUMO gap in eV: 3.9
F_max in eV Å⁻¹: 3.90
Highest occupied orbital energy in eV: -12.1

=====

Record 2
Computed, not measured: a molecular structure, C42H31BrCoN4O4Si, with the ωB97M-V functional and the def2-TZVPD basis.

ORCA input file:
```
! RIJCOSX wB97M-V def2-TZVPD def2/J DEFGRID3
* xyz -2 4
Co 11.71 11.54 10.76
Br 16.23 15.49 15.17
C 15.23 14.15 14.18
C 15.58 12.82 14.34
C 14.94 11.83 13.56
C 13.89 12.23 12.69
O 13.34 11.36 11.95
C 13.45 13.62 12.63
C 12.27 14.08 12.01
N 11.23 13.36 11.59
C 9.96 13.63 12.11
C 9.72 14.42 13.26
C 8.45 14.50 13.81
C 7.40 13.78 13.27
C 7.54 12.98 12.11
C 6.55 12.11 11.57
C 6.90 11.28 10.54
C 8.10 11.35 9.89
N 8.92 12.51 10.09
C 8.79 13.08 11.43
C 14.18 14.58 13.38
H 16.43 12.61 15.01
H 15.40 10.87 13.44
H 12.27 15.18 11.93
H 10.55 14.97 13.73
H 8.23 15.15 14.70
H 6.43 13.82 13.69
H 5.54 12.01 12.05
H 6.29 10.41 10.32
H 8.34 10.63 9.08
H 14.00 15.66 13.29
O 14.84 9.50 7.15
C 15.21 10.81 7.09
C 16.39 11.13 6.43
C 16.77 12.49 6.36
C 16.05 13.52 6.91
C 14.90 13.12 7.61
C 14.48 11.85 7.76
C 13.35 11.51 8.61
O 12.66 12.46 9.17
N 13.13 10.24 8.87
N 12.10 10.04 9.75
C 11.79 8.78 10.06
C 11.04 8.28 11.21
C 10.69 6.92 11.40
C 10.12 6.57 12.58
C 9.81 7.54 13.58
C 9.89 8.90 13.32
C 10.51 9.30 12.13
O 10.48 10.54 11.75
H 14.04 9.50 7.77
H 17.06 10.37 6.11
H 17.74 12.72 5.99
H 16.30 14.59 6.84
H 14.29 13.88 8.10
H 12.13 7.97 9.38
H 10.81 6.22 10.52
H 9.99 5.51 12.90
H 9.46 7.20 14.59
H 9.69 9.68 14.04
C 11.18 17.84 9.36
C 9.94 17.51 9.89
C 9.33 16.33 9.66
C 10.02 15.23 9.15
C 11.28 15.51 8.62
C 11.91 16.82 8.79
Si 9.13 13.64 8.69
C 7.60 14.35 7.93
C 7.83 14.90 6.67
C 6.80 15.38 5.86
C 5.46 15.41 6.31
C 5.27 14.91 7.64
C 6.29 14.49 8.44
H 11.54 18.87 9.39
H 9.40 18.31 10.40
H 8.33 16.19 10.02
H 11.93 14.68 8.24
H 12.96 16.96 8.47
H 9.85 13.00 7.60
H 8.85 14.93 6.32
H 7.01 15.86 4.86
H 4.72 15.86 5.66
H 4.22 14.86 8.00
H 6.04 14.03 9.44
*
```

Electronic energy in eV: -173754.43399
Expectation value of S²: 3.89
Energy relative to the best compared isomer or geometry (same formula, charge and spin) in kJ/mol: 0.0
HOMO-LUMO gap (spin up / spin down) in eV: 3.6 / 5.4
F_max in eV Å⁻¹: 3.44
Highest occupied orbital energy (spin up / spin down) in eV: 0.4 / -1.3

=====

Record 3
Computed, not measured: a molecular structure, C42H32AsF6IrN3O10S2, with the ωB97M-V functional and the def2-TZVPD basis.

ORCA input file:
```
! RIJCOSX wB97M-V def2-TZVPD def2/J DEFGRID3
* xyz -1 1
Ir -0.16 -0.47 -0.60
C 0.67 0.87 -4.52
O 1.92 0.21 -4.72
C 2.50 -0.57 -3.77
C 3.82 -0.92 -4.03
C 4.58 -1.66 -3.14
C 4.01 -2.07 -1.95
C 2.68 -1.76 -1.66
C 2.08 -2.37 -0.48
N 0.86 -2.14 -0.16
N 0.19 -2.99 0.71
C -1.09 -2.81 0.48
O -1.58 -1.96 -0.35
C -2.07 -3.66 1.19
C -1.69 -4.38 2.32
C -2.64 -5.11 3.02
C -3.95 -5.15 2.59
C -4.33 -4.44 1.46
C -3.40 -3.69 0.76
C 1.88 -1.02 -2.58
O 0.58 -0.81 -2.43
H 0.60 1.59 -5.33
H 0.62 1.39 -3.57
H -0.16 0.17 -4.57
H 4.24 -0.57 -4.96
H 5.60 -1.92 -3.38
H 4.58 -2.65 -1.24
H 2.63 -3.14 0.07
H -0.67 -4.33 2.66
H -2.34 -5.65 3.92
H -4.69 -5.72 3.14
H -5.36 -4.46 1.12
H -3.68 -3.10 -0.10
O -4.82 1.55 -2.40
C -4.35 0.32 -2.75
C -5.21 -0.69 -3.15
C -4.71 -1.94 -3.48
C -3.35 -2.19 -3.42
C -2.50 -1.17 -3.02
C -2.97 0.09 -2.69
C -2.05 1.22 -2.31
O -2.03 2.24 -2.99
O -1.33 1.11 -1.23
H -5.78 1.53 -2.42
H -6.28 -0.50 -3.19
H -5.40 -2.72 -3.80
H -2.96 -3.16 -3.67
H -1.43 -1.36 -2.99
C 5.81 2.00 -1.66
C 4.69 2.00 -2.49
C 3.44 1.72 -1.96
C 3.29 1.43 -0.60
C 4.41 1.45 0.22
C 5.67 1.73 -0.31
As 1.47 1.27 0.09
C 1.10 3.17 -0.01
C 0.18 3.67 -0.91
C -0.03 5.05 -0.99
C 0.67 5.91 -0.16
C 1.61 5.40 0.73
C 1.83 4.03 0.80
C 1.82 0.88 1.96
C 1.37 1.69 2.99
C 1.60 1.33 4.31
C 2.26 0.15 4.61
C 2.70 -0.67 3.58
C 2.48 -0.31 2.26
H 6.79 2.22 -2.07
H 4.79 2.21 -3.54
H 2.58 1.76 -2.61
H 4.32 1.24 1.28
H 6.53 1.74 0.34
H -0.41 3.01 -1.54
H -0.76 5.43 -1.69
H 0.50 6.97 -0.21
H 2.18 6.07 1.37
H 2.58 3.65 1.48
H 0.81 2.59 2.78
H 1.23 1.96 5.11
H 2.42 -0.14 5.64
H 3.20 -1.60 3.80
H 2.83 -0.95 1.46
F -4.34 1.13 2.26
C -3.45 0.90 1.28
F -3.69 -0.28 0.75
F -3.60 1.84 0.36
S -1.72 1.00 1.99
O -0.96 -0.09 1.37
O -1.29 2.33 1.72
N -1.84 0.75 3.52
S -1.96 -0.75 4.07
O -0.71 -1.42 4.24
O -3.07 -1.46 3.50
C -2.50 -0.32 5.79
F -1.57 0.40 6.43
F -2.70 -1.46 6.46
F -3.64 0.38 5.79
*
```

Electronic energy in eV: -170673.83304
Energy relative to the best compared isomer or geometry (same formula, charge and spin) in kJ/mol: 148.5
HOMO-LUMO gap in eV: 7.4
F_max in eV Å⁻¹: 1.51
Highest occupied orbital energy in eV: -5.3

=====

Record 4
Computed, not measured: a molecular structure, C42H32BBrCdF4N4O4P, with the ωB97M-V functional and the def2-TZVPD basis.

ORCA input file:
```
! RIJCOSX wB97M-V def2-TZVPD def2/J DEFGRID3
* xyz -1 1
Cd 0.41 0.98 1.42
Br 1.16 4.03 -5.94
C 2.47 4.42 -4.64
C 2.73 5.74 -4.30
C 3.70 6.02 -3.36
C 4.39 4.99 -2.72
C 4.14 3.67 -3.09
C 3.18 3.39 -4.04
N 5.47 5.37 -1.85
N 5.70 4.78 -0.78
C 4.82 3.81 -0.24
C 5.41 2.65 0.22
C 4.68 1.54 0.62
C 3.27 1.57 0.66
O 2.57 0.55 0.97
C 2.65 2.85 0.34
N 1.30 2.92 0.49
C 0.67 4.05 0.24
C 1.36 5.21 -0.15
C 2.71 5.16 -0.31
C 3.41 3.95 -0.10
H 2.18 6.54 -4.78
H 3.94 7.04 -3.09
H 4.67 2.86 -2.61
H 2.97 2.36 -4.32
H 6.50 2.59 0.18
H 5.17 0.62 0.92
H -0.41 4.05 0.36
H 0.80 6.12 -0.31
H 3.26 6.05 -0.59
F -3.40 3.20 1.91
B -2.92 2.99 0.61
F -1.67 2.29 0.70
F -2.69 4.21 -0.03
F -3.81 2.20 -0.12
N 1.31 -1.10 -1.27
C 1.71 -2.10 -0.88
C 2.20 -3.35 -0.36
C 1.42 -4.50 -0.44
C 1.91 -5.69 0.05
C 3.17 -5.74 0.64
C 3.94 -4.59 0.73
C 3.46 -3.39 0.23
H 0.43 -4.45 -0.88
H 1.30 -6.58 0.00
H 3.55 -6.68 1.03
H 4.92 -4.62 1.19
H 4.04 -2.48 0.30
O -1.03 -0.55 0.59
P -2.22 -1.39 0.30
C -3.64 -1.06 1.35
C -4.75 -1.90 1.35
C -5.83 -1.62 2.16
C -5.81 -0.49 2.97
C -4.70 0.35 2.97
C -3.61 0.06 2.17
C -1.82 -3.14 0.60
C -0.97 -3.39 1.67
C -0.68 -4.70 2.02
C -1.22 -5.76 1.30
C -2.06 -5.50 0.22
C -2.36 -4.19 -0.13
C -2.78 -1.27 -1.41
C -1.96 -1.78 -2.42
C -2.31 -1.63 -3.74
C -3.48 -0.94 -4.07
C -4.28 -0.40 -3.08
C -3.93 -0.56 -1.74
H -4.77 -2.78 0.72
H -6.70 -2.27 2.16
H -6.66 -0.26 3.60
H -4.69 1.25 3.58
H -2.75 0.72 2.16
H -0.56 -2.56 2.23
H -0.01 -4.90 2.85
H -0.99 -6.78 1.57
H -2.48 -6.32 -0.35
H -3.01 -4.00 -0.97
H -1.04 -2.29 -2.16
H -1.68 -2.02 -4.52
H -3.75 -0.81 -5.11
H -5.17 0.16 -3.33
H -4.53 -0.10 -0.96
C -1.25 -0.88 5.02
O -0.85 -0.57 3.69
C -0.04 0.56 3.55
O 0.32 1.13 4.55
H -1.89 -1.76 4.94
H -1.81 -0.06 5.46
H -0.39 -1.09 5.65
*
```

Electronic energy in eV: -153675.66226
Energy relative to the best compared isomer or geometry (same formula, charge and spin) in kJ/mol: 41.1
HOMO-LUMO gap in eV: 6.8
F_max in eV Å⁻¹: 0.31
Highest occupied orbital energy in eV: -4.7

=====

Record 5
Computed, not measured: a molecular structure, C42H32Cl5LuP2, with the ωB97M-V functional and the def2-TZVPD basis.

ORCA input file:
```
! RIJCOSX wB97M-V def2-TZVPD def2/J DEFGRID3
* xyz 2 1
C 0.76 -1.46 -3.15
C -0.25 -1.90 -2.27
C -1.60 -1.87 -2.67
C -1.94 -1.47 -3.95
C -0.93 -1.05 -4.84
C 0.40 -1.03 -4.41
P 0.17 -2.24 -0.58
C -1.17 -3.12 0.26
C -2.30 -2.48 0.84
C -3.27 -3.29 1.44
C -3.20 -4.68 1.37
C -2.10 -5.29 0.73
C -1.08 -4.52 0.20
Lu -0.88 -0.05 0.94
P 0.21 2.45 -0.19
C -1.25 2.60 -1.25
C -1.04 2.85 -2.61
C -2.02 2.50 -3.54
C -3.21 1.90 -3.09
C -3.41 1.64 -1.74
C -2.44 1.96 -0.79
C 0.04 3.68 1.12
C 0.99 3.78 2.15
C 0.78 4.69 3.18
C -0.36 5.52 3.18
C -1.26 5.46 2.12
C -1.05 4.58 1.07
C 1.80 2.60 -0.98
C 2.80 1.60 -0.86
C 3.99 1.73 -1.56
C 4.22 2.85 -2.37
C 3.25 3.87 -2.44
C 2.07 3.76 -1.70
C 1.79 -2.96 -0.33
C 2.25 -3.88 -1.27
C 3.51 -4.44 -1.10
C 4.32 -4.07 -0.02
C 3.87 -3.12 0.90
C 2.62 -2.53 0.74
H 1.88 3.13 2.14
H 1.50 4.77 4.00
H -0.54 6.20 4.00
H -2.14 6.10 2.09
H -1.73 4.54 0.22
H -0.09 3.31 -2.92
H -1.85 2.71 -4.60
H -3.98 1.64 -3.83
H -4.36 1.18 -1.40
H -2.62 1.77 0.28
H 2.64 0.73 -0.22
H 4.76 0.96 -1.49
H 5.14 2.94 -2.95
H 3.40 4.74 -3.09
H 1.34 4.56 -1.71
H 1.60 -4.15 -2.11
H 3.85 -5.17 -1.83
H 5.30 -4.52 0.11
H 4.48 -2.84 1.76
H 2.28 -1.75 1.44
H -2.53 -1.37 0.77
H -4.11 -2.82 1.96
H -3.99 -5.30 1.80
H -2.05 -6.38 0.67
H -0.21 -4.99 -0.27
H -2.37 -2.13 -1.96
H -2.98 -1.45 -4.26
H -1.20 -0.74 -5.85
H 1.19 -0.68 -5.11
H 1.81 -1.46 -2.82
H 0.21 0.95 -0.31
H 0.60 -1.03 0.15
Cl 0.55 -3.10 3.13
C -0.16 -1.75 3.91
C -0.60 -0.67 3.14
C -1.37 0.31 3.78
Cl -2.12 1.54 2.67
C -1.62 0.32 5.16
Cl -2.53 1.60 5.87
C -1.08 -0.73 5.94
Cl -1.32 -0.74 7.63
C -0.35 -1.76 5.31
Cl 0.31 -3.04 6.24
*
```

Electronic energy in eV: -158865.05411
Energy relative to the best compared isomer or geometry (same formula, charge and spin) in kJ/mol: 0.0
HOMO-LUMO gap (spin up / spin down) in eV: 5.6 / 5.3
F_max in eV Å⁻¹: 2.04
Highest occupied orbital energy (spin up / spin down) in eV: -11.5 / -11.4